19
Properties=species:S:1:pos:R:3:forces:R:3:nbo_charge:R:1 method="wB97M-V/def2-TZVPD" e_lumo_ev=0.49 gap_ev=9.188 homo_ev=-8.702 e_tot_ev=-11409.5141 mol_weight_g_mol=126.16 total_charge=0
H -0.3514 -1.7651 2.2798 0.175 -0.285 -0.367 0.334
N -0.1965 -0.9268 1.7151 0.163 0.147 0.026 -0.624
C -0.9238 -0.8546 0.6848 -2.016 2.236 1.313 0.170
C -2.0153 -1.8021 0.2843 -0.083 -0.355 -0.544 -0.712
C -1.2864 0.8429 0.1956 0.328 -3.669 -0.734 0.694
O -2.4426 1.0854 0.0076 0.082 0.236 0.233 -0.555
N -0.1712 1.5204 0.1096 2.031 1.579 -0.306 -0.506
C 0.9448 1.1838 -0.4628 -1.317 0.280 1.581 0.403
C 2.2075 1.8234 0.0022 0.532 0.531 -0.325 -0.674
C 0.9746 0.0165 -1.3243 -1.907 -1.636 0.703 -0.695
H -1.6189 -2.7931 0.0493 0.094 0.015 0.191 0.225
H -2.5379 -1.4600 -0.6075 0.017 0.137 0.018 0.238
H -2.7673 -1.9006 1.0690 0.136 0.037 0.078 0.241
H 2.1204 2.9091 0.0323 -0.182 -0.022 0.091 0.246
H 2.4728 1.4907 1.0053 -0.219 -0.116 0.073 0.254
H 3.0509 1.5949 -0.6491 -0.078 -0.104 -0.063 0.214
H 0.2891 0.0822 -2.1660 0.163 0.203 -0.260 0.250
H 1.9607 -0.3215 -1.6210 -0.085 -0.248 0.125 0.232
H 0.2904 -0.7255 -0.6040 2.166 1.034 -1.831 0.266



19
Properties=species:S:1:pos:R:3:forces:R:3:nbo_charge:R:1 method="wB97M-V/def2-TZVPD" e_lumo_ev=0.89 gap_ev=9.252 homo_ev=-8.363 e_tot_ev=-11406.1403 mol_weight_g_mol=126.16 smiles="C=C1OC[C@H]2NC[C@@]12N" total_charge=0
C -1.8555 -1.6584 0.4864 1.714 0.355 -2.060 -0.595
C -1.1153 -0.4286 0.2150 -0.070 -6.067 0.850 0.330
O -1.6494 0.7694 -0.0219 1.535 -0.226 -3.575 -0.515
C -0.6818 1.0602 -1.3129 -3.683 0.168 -1.863 -0.074
C 0.6316 0.9417 -0.7936 2.985 -2.038 -2.696 -0.106
N 0.8300 1.8544 0.2712 2.647 1.841 1.494 -0.636
C 0.6997 0.7616 1.3229 4.818 -1.210 -1.480 -0.217
C 0.5059 -0.2929 0.0973 -2.970 1.264 2.993 0.053
N 1.3622 -1.4469 -0.0148 -0.350 0.355 3.031 -0.816
H -1.3731 -2.8660 0.6754 -1.070 4.338 -0.555 0.216
H -2.9107 -1.7159 0.0199 1.595 0.360 1.506 0.224
H -0.8996 2.0288 -1.7245 -0.545 0.614 0.413 0.213
H -0.8487 0.3287 -2.1972 -0.289 0.625 1.913 0.201
H 1.4142 0.8400 -1.7731 -1.773 0.440 2.909 0.216
H 1.7992 2.3188 0.1931 -2.078 -0.996 0.693 0.374
H 1.7386 0.4167 1.7242 -1.375 0.986 -0.328 0.169
H 0.0848 0.9135 2.1942 -0.845 0.015 -0.340 0.220
H 1.5774 -1.7278 1.0357 -0.588 0.260 -2.944 0.368
H 0.6903 -2.0972 -0.3974 0.342 -1.082 0.039 0.376



19
Properties=species:S:1:pos:R:3:forces:R:3:nbo_charge:R:1 method="wB97M-V/def2-TZVPD" e_lumo_ev="-0.15 / -0.15" gap_ev="8.212 / 8.210" homo_ev="-8.361 / -8.360" e_tot_ev=-11406.5112 mol_weight_g_mol=126.16 total_charge=0
C -1.3967 -0.6136 -0.1831 -1.273 0.615 -0.499 0.425
C -2.6512 -1.0948 -0.2501 0.879 0.621 0.354 -0.561
C 1.6030 -0.1312 -0.4873 0.343 -0.478 -1.279 -0.141
C 0.7334 -0.8794 0.4954 0.963 1.212 -3.354 0.163
C 3.1114 -0.1358 -0.0799 -1.222 0.313 -3.980 -0.607
C -1.6902 1.7380 0.2465 -2.070 -1.425 -0.173 -0.442
N -0.9726 0.6948 -0.4650 3.136 -1.010 2.063 -0.274
N 0.7573 0.5316 0.4723 -3.191 1.967 -0.259 -0.243
O -0.3868 -1.4634 0.0165 -0.974 -1.677 -0.016 -0.469
H -2.6813 -2.1421 0.0070 -0.694 -0.055 -0.235 0.228
H -3.4921 -0.4499 -0.5032 0.224 -0.544 0.086 0.216
H 1.2489 0.0052 -1.5659 0.697 -0.474 1.617 0.231
H 1.2331 -1.4158 1.2130 0.722 -1.112 2.061 0.188
H 3.0924 -0.8425 0.6689 0.993 -1.063 2.062 0.203
H 3.4083 0.8599 0.1443 0.489 0.621 0.690 0.221
H 3.7536 -0.5130 -0.9407 -0.859 0.396 1.064 0.219
H -2.7836 1.3017 0.4923 2.324 1.321 -0.555 0.207
H -1.2033 2.0012 1.1790 0.043 0.029 0.110 0.228
H -1.6835 2.5491 -0.4601 -0.529 0.743 0.243 0.208



21
Properties=species:S:1:pos:R:3:forces:R:3:nbo_charge:R:1 method="wB97M-V/def2-TZVPD" e_lumo_ev="0.05 / 0.05" gap_ev="8.291 / 8.292" homo_ev="-8.245 / -8.245" e_tot_ev=-24292.0235 mol_weight_g_mol=174.23 total_charge=0
C -2.0742 0.1361 0.5072 1.258 -2.423 -2.224 0.869
C -1.9513 -2.2695 0.9511 -1.758 1.569 -0.282 0.443
C 1.2252 0.8093 1.1064 -1.057 -1.483 0.343 -0.643
C 2.0020 -0.3563 -1.1278 -1.862 -1.667 2.408 -0.615
C 0.3161 1.5622 -1.1838 0.916 -3.918 -0.962 -0.596
C 0.7307 0.3014 -0.3019 2.108 1.072 -0.116 0.131
N -2.6979 -1.0257 0.7507 1.211 -1.652 0.831 -0.691
N -0.3615 -0.5828 -0.2407 -5.033 1.557 0.150 -0.731
O -2.4712 1.2077 0.2949 0.253 1.420 0.391 -0.505
O -2.5956 -3.1972 1.3815 1.148 -0.168 -0.185 -0.573
S -0.3304 -2.0553 0.4581 1.522 -2.146 0.805 0.546
H 0.3745 1.2054 1.8031 1.517 -0.766 -1.385 0.216
H 1.8479 0.0096 1.6126 -0.960 0.849 -0.287 0.213
H 1.8868 1.5804 0.8253 0.879 1.226 0.343 0.208
H 2.2279 0.3368 -1.8580 0.446 0.992 -1.965 0.209
H 1.8996 -1.4317 -1.5082 -0.239 1.701 0.437 0.225
H 2.8269 -0.3330 -0.4465 0.661 -0.274 0.453 0.207
H 0.2796 1.1331 -2.2415 -0.443 1.051 1.300 0.212
H -0.5812 1.9132 -0.8058 -1.809 0.928 0.201 0.223
H 1.0744 2.2850 -1.1069 1.015 0.985 -0.020 0.202
H -3.6285 -1.2287 1.1302 0.225 1.148 -0.237 0.451